DFT (ωB97M-V/def2-TZVPD) results for the molecule C6H10O.

Positions of all 17 atoms, in Å:
H: -2.0056 -1.4824 1.0383
C: -0.2133 0.8021 -0.6210
H: -0.0234 0.8233 -1.7023
H: 0.5695 -2.0889 0.9930
C: -1.6106 0.2276 -0.3016
H: -2.0459 0.8279 0.5069
H: -0.1470 2.1723 0.7415
H: -2.2944 0.2922 -1.1522
H: -1.6156 -1.9447 -0.6158
C: 2.2033 0.1440 0.1419
H: 2.3752 1.1265 0.5953
O: -0.0394 2.1513 -0.2193
H: 2.7447 -0.6082 0.7228
C: -1.3795 -1.2202 0.1764
C: 0.7401 -0.1622 0.0603
H: 2.6469 0.1840 -0.8608
C: 0.0951 -1.2446 0.4966

Forces on atoms 1 to 2 (eV/Å):
0.11 0.02 -0.14
-0.03 -0.26 -0.17

Energy relative to the best compared isomer or geometry (same formula, charge and spin) ... 1.0 kJ/mol
Frontier orbital gap ... 10.2 eV
Net charge ... 0

Here are the Löwdin charges for atoms 1 to 5, given in e:
1. H 0.104
2. C -0.353
3. H 0.154
4. H 0.110
5. C -0.123